No. 1
The following is a quantum chemistry calculation of C4H10N2 in the gas phase, from the Open Molecules 2025 dataset.

The total charge is 0. For the total energy, the calculation gives -267.8882 Eh. As for the frontier orbital gap: 9.853 eV. As for the SMILES: [H]/N=C/[C@H](C)NC. As for the energy above the lowest of the compared OMol25 structures with the same formula, charge and spin: 23.3 kcal per mole. The HOMO energy is -8.82 eV.

Last column: Mulliken charge in e.
Geometry (Å):
H 1.376 -2.687 -0.075  0.24
N 1.260 -1.690 0.098  -0.51
C 0.682 -1.040 -0.804  -0.21
C 0.376 0.429 -0.650  0.27
C 1.135 1.061 0.510  -1.52
N -1.069 0.629 -0.518  -0.41
C -1.662 0.088 0.692  -0.86
H 0.283 -1.478 -1.735  0.39
H 0.658 0.933 -1.585  0.31
H 1.035 0.451 1.402  0.37
H 2.190 1.125 0.260  0.39
H 0.749 2.059 0.697  0.38
H -1.529 0.225 -1.329  0.26
H -2.744 0.182 0.613  0.37
H -1.412 -0.965 0.879  0.30
H -1.328 0.678 1.543  0.24

---

No. 2
The following is a quantum chemistry calculation of 2 unconnected molecules or ions with the total composition C6H17NO at a distorted geometry, from the Open Molecules 2025 dataset.

The total charge is 0. For the total energy, the calculation gives -368.7268 Eh. As for the frontier orbital gap: 9.641 eV. As for the SMILES: CCCC[C@H](C)N.O. As for the energy above the lowest of the compared OMol25 structures with the same formula, charge and spin: 46.5 kcal per mole. The HOMO energy is -8.80 eV.

Last column: Mulliken charge in e.
Geometry (Å):
C -0.812 2.648 -2.021  -1.22
C -0.144 1.250 -2.475  -0.61
C -0.482 0.105 -1.688  -0.70
C -0.198 0.020 -0.222  -0.74
C 1.365 -0.141 0.014  0.60
C 2.021 -1.213 -0.855  -1.18
N 1.758 -0.357 1.361  -0.64
H -1.552 2.485 -1.255  0.33
H -0.095 3.228 -1.514  0.33
H -1.250 3.142 -2.845  0.37
H -0.275 1.103 -3.475  0.54
H 0.896 1.316 -2.305  0.27
H -1.648 -0.068 -1.776  0.27
H -0.152 -0.893 -2.116  0.43
H -0.434 0.981 0.329  0.27
H -0.724 -0.820 0.299  0.31
H 1.592 0.981 -0.294  0.07
H 1.672 -1.140 -1.964  0.26
H 1.781 -2.315 -0.612  0.30
H 3.232 -1.170 -0.921  0.30
H 2.697 -0.484 1.559  0.22
H 1.468 0.389 1.979  0.22
O -3.103 -1.964 4.913  -0.64
H -2.857 -2.295 4.074  0.31
H -2.331 -2.245 5.488  0.33

---

No. 3
The following is a quantum chemistry calculation of a molecular structure, C40H39N5P2STl, from the Open Molecules 2025 dataset.

The total charge is +1. For the total energy, the calculation gives -3074.6125 Eh. As for the frontier orbital gap: 6.734 eV. The HOMO energy is -10.05 eV.

Last column: Mulliken charge in e.
Geometry (Å):
Tl 0.063 0.655 -0.071  1.46
C -4.166 3.090 -4.205  -1.18
C -4.213 1.796 -3.403  -0.41
N -3.993 2.044 -1.981  -0.14
C -2.886 1.749 -1.274  0.38
S -1.800 0.561 -1.895  -0.40
N -2.797 2.373 -0.119  -1.13
N -1.697 2.213 0.623  0.88
C -1.617 2.841 1.739  0.45
C -2.735 3.671 2.292  -1.70
C -0.315 2.839 2.439  0.77
C -0.185 3.356 3.721  -0.57
C 1.077 3.437 4.288  -0.75
C 2.173 3.017 3.555  -0.96
C 1.957 2.490 2.292  -0.22
N 0.740 2.391 1.754  -0.06
H -4.297 2.878 -5.267  0.36
H -3.207 3.591 -4.070  0.29
H -4.961 3.772 -3.896  0.37
H -3.443 1.112 -3.749  0.28
H -5.180 1.309 -3.530  0.29
H -4.548 2.772 -1.553  0.29
H -3.590 3.615 1.629  0.32
H -2.422 4.714 2.387  0.41
H -3.029 3.313 3.280  0.34
H -1.057 3.691 4.263  0.40
H 1.201 3.833 5.288  0.44
H 3.178 3.082 3.947  0.50
H 2.786 2.128 1.697  0.59
C 1.141 -0.911 2.805  -0.96
P -0.252 -1.454 1.714  0.33
C -1.771 -0.726 2.422  0.77
C -2.890 -0.744 1.585  -0.86
C -4.095 -0.207 2.008  -0.59
C -4.190 0.371 3.269  -0.56
C -3.083 0.398 4.103  -0.84
C -1.877 -0.151 3.687  0.04
C -0.454 -3.228 2.068  0.36
C -0.836 -3.625 3.350  -0.65
C -0.971 -4.972 3.640  -0.68
C -0.727 -5.926 2.656  -0.52
C -0.348 -5.531 1.384  -0.76
C -0.213 -4.181 1.086  -0.25
C 2.310 -0.522 1.938  0.09
C 3.670 -0.708 2.087  -1.58
C 4.289 -0.176 0.922  -1.07
C 3.279 0.309 0.120  0.03
C 3.260 0.872 -1.273  -1.44
P 1.861 0.003 -2.090  0.95
C 1.683 0.626 -3.773  0.40
C 0.701 0.048 -4.582  -0.13
C 0.474 0.539 -5.856  -0.91
C 1.204 1.627 -6.322  -0.46
C 2.173 2.210 -5.520  -0.81
C 2.415 1.711 -4.246  -0.36
C 2.473 -1.703 -2.230  0.42
C 2.509 -2.519 -1.099  -0.23
C 3.109 -3.768 -1.160  -1.05
C 3.661 -4.219 -2.350  -0.73
C 3.595 -3.427 -3.488  -0.71
C 3.006 -2.172 -3.431  -0.74
N 2.081 0.081 0.739  1.18
H 1.411 -1.724 3.476  0.66
H 0.798 -0.063 3.406  0.22
H -2.809 -1.174 0.592  0.37
H -4.958 -0.230 1.355  0.47
H -5.128 0.799 3.598  0.43
H -3.152 0.840 5.090  0.46
H -1.028 -0.134 4.359  0.44
H -1.037 -2.884 4.115  0.37
H -1.274 -5.279 4.633  0.42
H -0.842 -6.977 2.886  0.40
H -0.161 -6.273 0.619  0.43
H 0.080 -3.873 0.088  0.42
H 4.164 -1.182 2.923  0.63
H 5.346 -0.170 0.699  0.61
H 4.192 0.689 -1.807  0.67
H 3.045 1.944 -1.280  0.38
H 0.122 -0.790 -4.210  0.50
H -0.275 0.078 -6.486  0.43
H 1.014 2.020 -7.313  0.42
H 2.745 3.053 -5.884  0.43
H 3.183 2.164 -3.631  0.35
H 2.076 -2.182 -0.164  0.70
H 3.150 -4.382 -0.269  0.54
H 4.147 -5.185 -2.393  0.41
H 4.006 -3.782 -4.424  0.44
H 2.963 -1.559 -4.323  0.40

---

No. 4
The following is a quantum chemistry calculation of C4H12N2O in the gas phase at a distorted geometry, from the Open Molecules 2025 dataset.

The total charge is 0. For the total energy, the calculation gives -344.2280 Eh. As for the frontier orbital gap: 9.383 eV. As for the SMILES: CN[C@H](CN)CO. As for the energy above the lowest of the compared OMol25 structures with the same formula, charge and spin: 98.5 kcal per mole. The HOMO energy is -8.40 eV.

Last column: Mulliken charge in e.
Geometry (Å):
C -1.941 1.295 0.830  -0.75
N -0.945 0.246 1.183  -0.28
C -0.099 -0.340 0.037  0.55
C 1.028 -0.937 0.651  -0.86
N 2.043 -1.556 -0.031  -0.48
C 0.390 0.750 -1.010  -0.79
O 0.384 -0.099 -2.311  -0.51
H -1.668 1.893 -0.018  0.25
H -2.978 0.724 0.568  0.21
H -2.270 1.940 1.643  0.31
H -1.215 -0.264 2.102  0.26
H -0.438 -1.163 -0.593  0.18
H 1.582 -0.045 1.255  0.33
H 0.588 -1.720 1.363  0.25
H 2.864 -1.111 -0.590  0.23
H 1.932 -2.370 -0.585  0.18
H -0.103 1.684 -1.115  0.37
H 1.452 1.035 -0.921  0.23
H -0.607 0.037 -2.457  0.31

---

No. 5
The following is a quantum chemistry calculation of a molecular structure, C16H43F3NO16S5 at a distorted geometry, from the Open Molecules 2025 dataset.

The total charge is -1. For the total energy, the calculation gives -4184.4093 Eh. As for the frontier orbital gap: 6.580 eV. As for the energy above the lowest of the compared OMol25 structures with the same formula, charge and spin: 112.8 kcal per mole. The HOMO energy is -4.77 eV.

Last column: Mulliken charge in e.
Geometry (Å):
N -0.483 -0.903 -0.447  0.88
H -0.968 -0.188 0.132  0.32
H 0.452 -0.995 -0.028  0.14
H -0.427 -0.550 -1.417  0.08
H -0.986 -1.780 -0.340  0.51
C -0.867 -1.868 -5.317  0.62
F -0.565 -3.096 -4.845  -0.25
F 0.210 -1.275 -5.830  -0.23
F -1.771 -2.044 -6.269  -0.21
S -1.598 -0.875 -3.876  1.27
O -2.280 -1.799 -2.983  -0.77
O -0.549 -0.131 -3.176  -0.78
O -2.518 0.007 -4.615  -0.78
C -1.745 2.931 2.481  -1.53
C -2.240 1.486 2.385  0.66
C -3.735 1.339 2.091  -0.60
O -1.434 0.757 1.540  -1.23
H -1.979 3.485 1.568  0.37
H -0.670 2.935 2.649  0.42
H -2.248 3.493 3.280  0.36
H -2.136 1.088 3.419  0.36
H -4.423 1.827 2.789  0.28
H -3.987 0.274 2.151  0.22
H -3.996 1.579 1.054  -0.14
O -2.846 3.750 -2.042  -0.81
S -2.103 3.241 -0.901  1.33
O -0.820 3.839 -0.634  -0.62
O -3.039 3.528 0.402  -0.58
C -4.450 3.400 0.207  -0.68
C -5.039 3.225 1.601  -0.98
C -2.058 1.431 -0.810  1.14
H -4.699 2.496 -0.359  0.46
H -4.888 4.207 -0.379  0.41
H -6.118 3.383 1.524  0.51
H -4.623 3.905 2.342  0.27
H -4.873 2.206 1.950  0.01
H -3.082 1.070 -0.871  0.32
H -1.507 1.163 0.097  -0.13
H -1.551 1.029 -1.689  -1.11
O -1.164 -3.187 1.365  -0.59
S -1.403 -3.305 2.780  1.11
O -2.234 -4.359 3.338  -0.69
O 0.022 -3.379 3.560  -0.29
C 1.138 -4.060 2.928  -0.13
C 2.348 -3.598 3.714  -1.02
C -1.968 -1.704 3.464  -0.66
H 1.221 -3.756 1.885  0.22
H 0.903 -5.123 3.013  0.36
H 2.469 -2.530 3.541  0.16
H 3.207 -4.138 3.313  0.26
H 2.208 -3.775 4.778  0.44
H -2.033 -1.905 4.531  0.43
H -2.958 -1.475 3.076  0.25
H -1.285 -0.918 3.143  0.15
O 3.572 1.636 -1.472  -0.70
S 2.306 1.274 -2.078  0.91
O 1.207 0.865 -1.225  -0.17
O 1.855 2.599 -2.898  -0.44
C 0.581 2.471 -3.511  0.78
C 0.068 3.839 -3.977  -1.64
C 2.427 0.083 -3.444  -0.67
H -0.166 2.221 -2.758  -0.49
H 0.620 1.800 -4.368  0.26
H 0.664 4.176 -4.831  0.47
H 0.195 4.552 -3.166  0.34
H -0.961 3.734 -4.311  0.36
H 3.141 -0.702 -3.213  0.40
H 2.679 0.574 -4.379  0.45
H 1.435 -0.369 -3.497  -0.03
O 3.873 -1.534 -1.124  -0.68
S 3.368 -1.545 0.232  0.94
O 2.017 -1.882 0.576  -0.79
O 4.283 -2.578 1.066  -0.06
C 5.686 -2.616 0.768  -0.11
C 6.327 -3.681 1.635  -1.35
C 3.803 0.021 1.032  -0.92
H 6.136 -1.635 0.925  0.31
H 5.806 -2.900 -0.279  0.26
H 5.821 -4.643 1.588  0.31
H 6.362 -3.374 2.682  0.31
H 7.368 -3.805 1.334  0.42
H 4.747 0.307 0.572  0.43
H 3.866 -0.023 2.116  0.35
H 3.079 0.779 0.745  0.28

---

No. 6
The following is a quantum chemistry calculation of 4 unconnected molecules or ions with the total composition C7H18O4 at a distorted geometry, from the Open Molecules 2025 dataset.

The total charge is 0. For the total energy, the calculation gives -578.4412 Eh. As for the frontier orbital gap: 9.955 eV. As for the SMILES: C/C=C/CCCC=O.O.O.O. As for the energy above the lowest of the compared OMol25 structures with the same formula, charge and spin: 4.4 kcal per mole. The HOMO energy is -9.53 eV.

Last column: Mulliken charge in e.
Geometry (Å):
C 2.384 -0.835 2.255  -1.26
C 1.604 -0.574 0.997  0.43
C 0.290 -0.347 0.977  -0.89
C -0.470 -0.046 -0.286  -0.29
C -0.679 1.468 -0.492  -0.65
C -1.745 2.044 0.452  -0.60
C -1.261 2.162 1.875  -0.02
O -1.940 1.901 2.836  -0.51
H 2.412 -1.901 2.486  0.26
H 3.391 -0.429 2.195  0.36
H 1.924 -0.348 3.119  0.33
H 2.165 -0.552 0.068  0.27
H -0.288 -0.344 1.895  0.31
H 0.075 -0.439 -1.142  0.18
H -1.439 -0.544 -0.281  0.44
H 0.256 2.010 -0.347  0.31
H -1.000 1.633 -1.522  0.31
H -2.667 1.464 0.421  0.29
H -2.018 3.051 0.115  0.38
H -0.220 2.518 1.985  0.36
O 1.698 0.769 -2.689  -0.62
H 2.366 1.279 -2.224  0.31
H 1.979 -0.140 -2.536  0.31
O -2.209 -1.362 -2.663  -0.65
H -1.701 -2.046 -2.213  0.35
H -1.584 -0.794 -3.089  0.30
O -0.373 -3.119 -1.106  -0.66
H -0.888 -3.848 -0.758  0.32
H -0.062 -2.629 -0.328  0.33

---

- Which value of frontier orbital gap does entry 5 give?
  6.580 eV

---

- Number 6 is which compound?
  C7H18O4